Computed, not measured: a 2-piece molecular cluster, C4H5IN4 overall at a distorted geometry, with wB97M-V/def2-TZVPD.

Atoms and positions in Å:
C 1.6513 -1.2654 0.4711
C 1.0788 -0.2012 -0.1896
C -0.4412 -2.2737 0.4924
C -1.1631 -1.1139 -0.2566
N 0.7990 -2.2164 0.7951
N -2.3766 -1.1759 -0.2995
N -0.1754 -0.0938 -0.6236
N -0.5264 1.0411 -1.2046
I -2.3942 2.2994 1.8867
H 2.7111 -1.4776 0.5127
H 1.7032 0.6707 -0.5724
H -1.0567 -3.1290 0.8079
H -1.4470 1.1586 -1.6755
H -0.3339 1.9078 -0.7015

Atoms 1-6, force components in eV/Å:
C -1.0 2.0 -2.0
C 3.7 1.5 -1.0
C 0.3 1.1 0.2
C 2.2 -1.0 2.6
N -1.3 -3.4 0.8
N -1.6 1.1 -1.0

Energy relative to the best compared isomer or geometry (same formula, charge and spin) (kcal/mol): 113.8
M (g mol⁻¹): 236.02
Total charge: 0
HOMO energy (alpha / beta) (eV): -8.0 / -8.1
Energy (Ha): -671.90168



Computed, not measured: C4H5KO2 as an isolated structure at a distorted geometry, with wB97M-V/def2-TZVPD.

Atoms and positions in Å:
H 3.0514 -1.1318 0.0614
O -2.6019 -0.6005 -0.7176
C -1.4604 -1.3842 -0.5491
C -0.4739 -0.9871 0.2569
C 0.8797 -1.6116 -0.0049
C 2.0398 -0.6939 0.1920
O 1.9445 0.4495 0.6137
K -0.1277 1.5369 1.3085
H -2.6690 -0.3163 -1.6326
H -1.3938 -2.1907 -1.3006
H 1.0302 -2.0915 -0.9954
H 1.0912 -2.4271 0.7207

Atoms 1-6, force components in eV/Å:
H -0.1 0.1 -0.2
O -1.2 0.1 0.6
C 1.7 0.7 -0.5
C -0.1 0.1 -0.7
C -0.3 -0.7 0.4
C -0.3 0.3 0.8

Energy relative to the best compared isomer or geometry (same formula, charge and spin) (kcal/mol): 0.0
M (g mol⁻¹): 124.18
Total charge: 0
HOMO energy (eV): -6.6
Energy (Ha): -905.73442



Look up the energy relative to the best compared isomer or geometry (same formula, charge and spin) of the second one. 0.0 kcal/mol



Which formula does entry 1 have? C4H5IN4



Repeat the first record exactly.
Computed, not measured: a 2-piece molecular cluster, C4H5IN4 overall at a distorted geometry, with wB97M-V/def2-TZVPD.

Atoms and positions in Å:
C 1.6513 -1.2654 0.4711
C 1.0788 -0.2012 -0.1896
C -0.4412 -2.2737 0.4924
C -1.1631 -1.1139 -0.2566
N 0.7990 -2.2164 0.7951
N -2.3766 -1.1759 -0.2995
N -0.1754 -0.0938 -0.6236
N -0.5264 1.0411 -1.2046
I -2.3942 2.2994 1.8867
H 2.7111 -1.4776 0.5127
H 1.7032 0.6707 -0.5724
H -1.0567 -3.1290 0.8079
H -1.4470 1.1586 -1.6755
H -0.3339 1.9078 -0.7015

Atoms 1-6, force components in eV/Å:
C -1.0 2.0 -2.0
C 3.7 1.5 -1.0
C 0.3 1.1 0.2
C 2.2 -1.0 2.6
N -1.3 -3.4 0.8
N -1.6 1.1 -1.0

Energy relative to the best compared isomer or geometry (same formula, charge and spin) (kcal/mol): 113.8
M (g mol⁻¹): 236.02
Total charge: 0
HOMO energy (alpha / beta) (eV): -8.0 / -8.1
Energy (Ha): -671.90168